# 1
ORCA calculation (wB97M-V/def2-TZVPD) on a structure of composition C13H26FeNO9 in a non-equilibrium geometry.

Geometry as ORCA input:
```
! wB97M-V def2-TZVPD RIJCOSX def2/J DEFGRID3
* xyz 0 6
Fe -0.4768 1.2152 1.6101
C 1.2296 -0.5868 -2.6559
N 0.6184 -1.8875 -2.1010
C 1.7044 -2.5467 -1.2626
C -0.4259 -1.4913 -0.9910
C -0.0216 -2.6894 -3.2779
C -1.0358 -1.8856 -4.1580
O -2.0525 -1.1534 -3.5159
H 1.9787 -0.9657 -3.3512
H 1.7366 -0.0099 -1.8824
H 0.4289 -0.0061 -3.1138
H 1.2589 -3.1313 -0.4577
H 2.4078 -1.8635 -0.7866
H 2.3852 -3.0449 -1.9528
H -0.7579 -2.4829 -0.6834
H -1.3499 -1.1106 -1.4262
H 0.0339 -0.8760 -0.2176
H -0.3942 -3.6484 -2.9181
H 0.8130 -3.0329 -3.8891
H -1.3925 -2.5763 -4.9220
H -0.4164 -1.2488 -4.7896
H -2.7895 -1.0298 -4.1185
C -4.0406 0.9761 -0.3041
C -2.7273 1.0156 0.4048
O -2.1919 0.1145 1.0355
O -2.0487 2.0942 0.3210
H -4.2058 -0.0010 -0.7581
H -4.3163 1.6649 -1.1025
H -4.7764 1.1838 0.4728
C 3.3794 1.7601 0.4360
C 2.0613 2.0595 -0.2124
O 2.0014 3.0338 -1.0235
O 0.9923 1.4266 -0.0212
H 4.3348 1.7843 -0.0881
H 3.3123 0.8300 1.0004
H 3.5102 2.4457 1.2732
C -1.0309 4.6586 3.6961
C -0.7441 3.2849 3.1765
O 0.2386 3.0183 2.4313
O -1.5024 2.2436 3.4451
H -0.3476 5.1326 4.4008
H -2.0041 4.8718 4.1382
H -1.0381 5.1597 2.7281
C 1.2119 -2.1068 4.1890
C 0.9828 -1.3840 2.8504
O 0.5130 -0.2306 2.8304
O 1.2199 -2.1005 1.8412
H 0.9617 -1.4074 4.9867
H 2.2092 -2.5065 4.3729
H 0.5630 -2.9694 4.3407
*
```

## Properties
E_LUMO (spin up / spin down)   -0.2 / -1.2 eV
<S²>   8.758
Maximum force   0.113 hartree/bohr
Gap between HOMO and LUMO (spin up / spin down)   0.292 / 0.253 hartree

# 2
ORCA calculation (wB97M-V/def2-TZVPD) on an isolated molecule of C13H26N2O2 in a non-equilibrium geometry.

Geometry as ORCA input:
```
! wB97M-V def2-TZVPD RIJCOSX def2/J DEFGRID3
* xyz 0 1
C -3.2731 -3.2924 0.5012
C -1.9872 -2.4166 0.0447
C -2.3989 -0.8518 -0.1037
C -1.4469 -0.1335 -0.4607
O -0.8771 -0.6692 -1.5373
C -1.9236 1.3728 -0.6574
C -2.5210 2.0501 0.4691
C -2.7189 3.6916 0.0866
C -0.3809 -0.0063 0.5078
O -0.5798 0.0719 1.7596
N 0.8656 0.0493 0.1494
N 2.0616 -0.3044 0.8580
C 2.9010 -1.2064 0.8445
C 3.6761 -1.3042 -0.6251
C 4.4369 -0.0357 -0.4652
C 3.6256 1.0478 -0.4060
C 2.7577 1.0597 0.9294
H -3.6701 -3.0548 1.5261
H -3.1496 -4.2571 0.7465
H -4.1982 -3.2770 -0.3144
H -1.7239 -2.7050 -0.8777
H -1.4867 -2.3584 0.9131
H -3.3182 -0.8814 -0.8275
H -2.8840 -0.7677 0.7397
H -1.5032 -0.6107 -2.4896
H -0.9250 1.9919 -1.2039
H -2.5038 1.4285 -1.3786
H -2.0103 1.8738 1.3139
H -3.4948 1.8381 0.5816
H -3.2871 4.0252 0.8378
H -1.7321 4.1071 0.0467
H -3.3254 3.6205 -0.7955
H 0.9383 -0.1851 -0.9713
H 2.2497 -2.3617 0.8611
H 3.6000 -1.1500 1.6289
H 4.3377 -1.9905 -0.7656
H 3.0923 -1.3323 -1.3623
H 5.0417 0.1459 -1.4834
H 5.1809 0.0630 0.3900
H 4.1271 2.1271 -0.5537
H 2.7835 1.3415 -1.1513
H 2.1951 2.0500 0.8768
H 3.4492 1.1963 1.8175
*
```

## Properties
E_LUMO   0.3 eV
Energy above the lowest of the compared OMol25 structures with the same formula, charge and spin   15.5412 eV
Maximum force   0.331 hartree/bohr
SMILES   CCCC(O)(CCC)C(=O)NN1CCCCC1
Gap between HOMO and LUMO   0.295 hartree

# 3
ORCA calculation (wB97M-V/def2-TZVPD) on a structure of composition C13H26NO4P2Re in a non-equilibrium geometry.

Geometry as ORCA input:
```
! wB97M-V def2-TZVPD RIJCOSX def2/J DEFGRID3
* xyz 3 4
Re 0.1991 0.8883 0.9998
P -1.8277 0.2559 0.2990
C -2.2113 0.8312 -1.4774
C -0.8675 1.3111 -1.9971
N 0.2367 1.3422 -1.1616
C 1.4916 1.4883 -1.6881
C 1.6713 2.0831 -2.9467
C 0.5536 2.3406 -3.7316
C -0.6932 1.8916 -3.2717
C 2.6812 0.9728 -0.8884
P 1.9478 -0.3263 0.3931
H -1.5975 2.0207 -3.8837
H 2.6892 2.3259 -3.2687
H 0.6504 2.8396 -4.7130
H 3.4377 0.4242 -1.5038
H 3.1990 1.7785 -0.3140
H -2.7621 0.1857 -2.1301
H -2.8608 1.6777 -1.2933
H -0.9751 -2.6329 -3.0095
O -1.3928 -2.7707 -3.8412
H -2.3032 -2.9069 -3.5703
H -0.3992 -3.3576 1.2439
O -0.1870 -3.7796 0.4134
H -0.2186 -4.7387 0.5348
C 2.5122 -1.7863 -0.5391
H 3.4457 -1.6318 -1.0968
H 2.6775 -2.5797 0.1894
H 1.7278 -2.1048 -1.2222
C 3.3081 -0.3798 1.6316
H 3.2419 -1.3858 2.0638
H 4.3136 -0.2289 1.2053
H 3.1090 0.3619 2.4145
C -3.0362 1.4901 1.0205
H -3.8860 1.5141 0.3244
H -3.3861 1.1891 2.0146
H -2.5988 2.4946 1.1128
C -2.9132 -1.2187 0.4503
H -3.2932 -1.2772 1.4841
H -3.7446 -1.0036 -0.2379
H -2.4123 -2.1633 0.1846
C 0.1977 0.0502 4.5433
C -0.1096 1.3949 3.9003
O -0.7872 2.2240 4.5014
O 0.4388 1.7256 2.6706
H 0.1311 0.2030 5.6322
H 1.1900 -0.3457 4.2711
H -0.5876 -0.6863 4.2875
*
```

## Properties
E_LUMO (spin up / spin down)   -12.6 / -14.0 eV
<S²>   3.775
Maximum force   0.136 hartree/bohr
Gap between HOMO and LUMO (spin up / spin down)   0.232 / 0.179 hartree

# 4
ORCA calculation (wB97M-V/def2-TZVPD) on a cluster of 3 separate species, C13H26O9S2 in total in a non-equilibrium geometry.

Geometry as ORCA input:
```
! wB97M-V def2-TZVPD RIJCOSX def2/J DEFGRID3
* xyz 0 1
O -2.3814 0.7680 3.0136
C -2.7713 0.2444 2.0174
O -3.8235 0.7444 1.3162
C -4.1017 -0.0372 0.1419
C -3.0016 -1.1075 0.0153
C -2.2734 -1.0338 1.3691
C -0.7743 -1.2891 1.3957
C 0.1270 -0.2752 0.7434
C -0.3224 0.6464 -0.3016
O 0.0150 1.0621 1.1089
H -4.1301 0.6528 -0.7033
H -5.0921 -0.4854 0.2487
H -2.3475 -0.9078 -0.8330
H -3.4455 -2.0961 -0.1093
H -2.7208 -1.8023 2.0150
H -0.4517 -1.4021 2.4344
H -0.5918 -2.2402 0.8824
H 1.1392 -0.6529 0.6175
H -1.3645 0.8948 -0.4618
H 0.3929 1.1473 -0.9394
C 5.6127 -4.4108 2.3627
C 4.5102 -4.6503 3.3692
O 4.0251 -3.4218 3.9737
S 3.0595 -2.5147 3.1032
C 2.4758 -1.4793 4.3966
O 1.9898 -3.3282 2.6011
O 3.8230 -1.7360 2.1767
H 5.2482 -3.8766 1.4873
H 6.0131 -5.3734 2.0424
H 6.4179 -3.8272 2.8082
H 3.6607 -5.1751 2.9312
H 4.8664 -5.2261 4.2205
H 1.9120 -2.0819 5.1028
H 1.8381 -0.7311 3.9282
H 3.3297 -1.0036 4.8712
C -3.0800 5.0950 -3.6247
C -2.8671 3.6248 -3.9043
O -1.7104 3.3734 -4.7480
S -0.2819 3.4798 -4.0670
C 0.6384 2.6763 -5.3294
O -0.2854 2.6848 -2.8736
O 0.1204 4.8489 -3.9828
H -2.2809 5.5067 -3.0112
H -4.0248 5.2197 -3.0946
H -3.1229 5.6596 -4.5558
H -2.7530 3.0472 -2.9865
H -3.6914 3.2036 -4.4758
H 0.3134 1.6424 -5.3989
H 1.6826 2.7354 -5.0297
H 0.4801 3.2079 -6.2637
*
```

## Properties
E_LUMO   0.5 eV
Maximum force   0.048 hartree/bohr
SMILES   O=C1OCC[C@H]1C[C@H]1CO1.CCOS(C)(=O)=O.CCOS(C)(=O)=O
Gap between HOMO and LUMO   0.376 hartree

# 5
ORCA calculation (wB97M-V/def2-TZVPD) on an isolated molecule of C13H27BN2O4 in a non-equilibrium geometry.

Geometry as ORCA input:
```
! wB97M-V def2-TZVPD RIJCOSX def2/J DEFGRID3
* xyz 0 1
C 3.4499 3.0755 5.2331
C 2.4087 3.3286 4.1733
C 2.4738 2.1255 3.2451
C 1.6662 2.3166 2.0000
C 1.5626 1.0298 1.1193
C 0.3821 1.1690 0.2038
O -0.7320 0.9696 0.6257
N 0.6317 1.4701 -1.1217
C -0.3883 1.5824 -2.1474
C -0.7691 0.1641 -2.6187
O -0.1800 -0.2402 -3.5927
N -1.7535 -0.5613 -1.9494
C -2.2835 -1.8079 -2.4294
C -2.1357 -2.9311 -1.4192
C -0.6836 -3.1618 -0.9016
C -0.2515 -1.9172 -0.0538
C 0.4068 -3.3922 -2.0623
B -3.8304 -1.6441 -2.7825
O -4.7169 -1.5915 -1.7829
O -4.0513 -1.5802 -4.1545
H 4.4835 3.0031 4.7943
H 3.3942 3.8419 6.0553
H 3.1567 2.1705 5.6569
H 2.6948 4.2558 3.7294
H 1.4136 3.4812 4.5206
H 3.5277 2.0071 2.9901
H 2.2451 1.1716 3.7112
H 2.1071 3.1432 1.3877
H 0.6701 2.6056 2.2829
H 2.4306 0.8722 0.4762
H 1.3798 0.1468 1.7190
H 1.5552 1.5658 -1.5840
H -1.1723 2.1767 -1.7530
H -0.0085 2.1219 -2.9851
H -2.4913 -0.1292 -1.3515
H -1.7477 -2.0586 -3.3725
H -2.8037 -2.7984 -0.5682
H -2.5264 -3.8742 -1.8067
H -0.6122 -4.0679 -0.3098
H 0.3732 -2.2369 0.7608
H -1.0522 -1.3251 0.3245
H 0.4183 -1.2507 -0.5889
H 0.1196 -4.2908 -2.6660
H 1.4038 -3.6057 -1.6912
H 0.3849 -2.4879 -2.6504
H -5.6293 -1.4675 -2.0867
H -4.9206 -1.3741 -4.5791
*
```

## Properties
E_LUMO   0.1 eV
Energy above the lowest of the compared OMol25 structures with the same formula, charge and spin   1.3035 eV
Maximum force   0.048 hartree/bohr
SMILES   CCCCCC(=O)NCC(=O)N[C@@H](CC(C)C)B(O)O
Gap between HOMO and LUMO   0.330 hartree